1.
Here is the molecule C5H11N3O at a distorted geometry from the OMol25 dataset. Energies are from ωB97M-V/def2-TZVPD.

* orbital gap: 8.734 eV
* total charge: 0
* electronic energy: -11874.8601 eV

Element x y z (Å)
N1 2.089714 -1.389562 -0.626886
C1 2.288300 -0.533396 0.439093
C2 2.014012 1.020828 0.100016
N2 0.797409 1.324477 -0.300291
N3 -0.202905 0.455485 0.009440
C3 -1.424906 1.066791 -0.442000
C4 -2.182816 -0.014052 0.356700
O1 -2.506807 -1.072000 -0.485175
C5 -0.699242 -0.360521 1.170926
H1 1.087251 -1.659447 -0.793452
H2 2.572859 -1.025326 -1.442210
H3 1.693683 -0.985679 1.223959
H4 3.362343 -0.574781 0.447901
H5 3.019236 1.703408 -0.458181
H6 -1.885574 1.202413 -1.489263
H7 -1.392637 2.002608 -0.064571
H8 -3.017026 0.311061 1.190205
H9 -3.242391 -0.869969 -1.316647
H10 -0.426508 -1.384623 1.129363
H11 -0.478404 0.045632 2.130044

Forces on the atoms, in the same order (eV/Å):
-2.1 -1.9 -2.6
1.0 2.5 0.3
0.1 -0.1 -2.6
3.5 -0.5 1.7
0.7 0.6 -2.4
-2.2 -2.8 -0.1
-0.6 0.9 3.3
-3.0 -0.3 -2.8
-2.1 1.7 -3.7
1.5 0.8 -0.3
-0.6 -0.4 -0.3
0.7 0.7 1.0
0.7 0.1 1.8
-3.4 -2.0 2.1
1.6 -0.9 0.9
-0.6 3.3 1.5
1.7 -0.8 -2.4
3.2 -0.2 3.9
0.2 -1.1 -0.2
-0.3 0.7 0.8


2.
Here is the molecule C4H7NO2 from the OMol25 dataset. Energies are from ωB97M-V/def2-TZVPD.

* orbital gap: 10.715 eV
* total charge: 0
* electronic energy: -9845.8690 eV

Element x y z (Å)
N1 -1.463526 -1.351180 0.331198
C1 -0.763509 -0.511287 1.151447
O1 -0.401399 -0.824363 2.272987
C2 -0.397720 0.828798 0.521728
C3 1.011391 0.711729 -0.029287
C4 1.242233 0.156390 -1.362384
O2 1.343020 1.549216 -1.131455
H1 -1.654504 -2.283332 0.669329
H2 -1.773013 -1.084225 -0.599344
H3 -0.427679 1.591964 1.305439
H4 -1.075740 1.127875 -0.292954
H5 1.799302 0.592806 0.722155
H6 0.388544 -0.143519 -1.968493
H7 2.172600 -0.360870 -1.590366

Forces on the atoms, in the same order (eV/Å):
-0.1 0.0 -0.1
0.0 0.1 0.0
-0.2 0.1 -0.6
0.1 0.1 0.0
0.0 -0.1 0.1
0.0 -0.4 -0.1
0.1 0.3 0.2
0.0 0.2 -0.1
0.2 -0.1 0.6
0.0 -0.1 -0.1
0.2 -0.2 0.3
-0.2 0.1 -0.2
0.1 0.0 0.1
-0.1 0.1 0.1


3.
Here is the ion CH3O4S with charge -1 at a distorted geometry from the OMol25 dataset. Energies are from ωB97M-V/def2-TZVPD.

* orbital gap: 8.412 eV
* total charge: -1
* electronic energy: -20107.4823 eV

Element x y z (Å)
C1 -1.009405 -0.216738 0.105161
S1 0.532925 -0.823774 -0.085280
O1 0.705064 -1.938238 -0.996105
O2 1.229908 -0.912510 1.221436
O3 1.954362 0.241661 -0.762492
O4 2.028545 1.224715 0.238698
H1 -0.724630 0.609944 0.614824
H2 -1.655713 0.006825 -0.760265
H3 2.046780 0.556156 1.023203

Forces on the atoms, in the same order (eV/Å):
0.5 -1.9 -1.9
2.0 -0.8 -0.6
-0.4 0.2 0.2
-1.2 -0.3 -0.3
-2.2 -0.9 -0.5
0.7 -0.4 1.7
-0.1 3.0 2.2
0.8 -0.5 0.2
0.0 1.5 -1.0


- Among the records above, which one has the lowest electronic energy?
  CH3O4S


- Number 2 is which compound?
  C4H7NO2


- Among the records above, which one has the lowest total charge?
  CH3O4S


- What is the total charge in the second record?
  0